1.
Here is a 2-piece molecular cluster, C2H7OS overall in a non-equilibrium geometry from the OMol25 dataset. Energies are from ωB97M-V with the def2-TZVPD basis set.

Each line ends with the Löwdin charge.
Cartesian coordinates (Å):
S 0.0698 0.4399 -0.8974  0.489
O -1.7031 -2.1658 -0.1718  -0.134
C -0.2753 1.4453 0.7135  -0.418
C 1.5805 -0.2723 -0.7228  -0.664
H -0.8754 -1.8991 -0.6083  -0.029
H 2.5046 0.2146 -0.9960  -0.098
H -2.0321 -1.2831 0.0448  -0.004
H -0.7867 0.7200 1.3512  -0.016
H 1.6590 -1.2928 -0.3700  -0.096
H -0.8424 2.3696 0.5903  -0.013
H 0.7011 1.7236 1.0664  -0.017

Properties
- Net charge: -1
- Max |F|: 1.0 eV/A
- Energy above the lowest of the compared OMol25 structures with the same formula, charge and spin: 214.0 kJ/mol
- 2S+1: 1
- Calculated total energy: -15069.18784 eV
- Orbital gap: 0.2083 Eh

---

2.
Here is a 2-piece molecular cluster, CH8N2O overall in a non-equilibrium geometry from the OMol25 dataset. Energies are from ωB97M-V with the def2-TZVPD basis set.

Each line ends with the Löwdin charge.
Cartesian coordinates (Å):
O -5.5148 2.0606 3.3764  -0.072
N 1.8462 -0.0816 0.0129  -0.021
N 1.3763 -1.1096 -2.2382  -0.017
C 2.3460 -0.5751 -1.2789  -0.373
H 0.7922 -1.7258 -1.6793  0.054
H 0.9894 0.4485 0.0915  0.055
H 3.0645 -1.3610 -1.0631  0.100
H 1.7947 -0.8728 0.6418  0.048
H 0.7520 -0.3518 -2.5283  0.059
H 2.9179 0.2561 -1.6901  0.095
H -5.0504 1.4239 3.9223  0.025
H -5.3142 1.8887 2.4331  0.047

Properties
- Net charge: 0
- Max |F|: 1.3 eV/A
- SMILES: NCN.O
- Energy above the lowest of the compared OMol25 structures with the same formula, charge and spin: 37.6 kJ/mol
- 2S+1: 1
- Calculated total energy: -6194.03897 eV
- Orbital gap: 0.3694 Eh

---

3.
Here is a 2-piece molecular cluster, C8H11FO overall from the OMol25 dataset. Energies are from ωB97M-V with the def2-TZVPD basis set.

Each line ends with the Löwdin charge.
Cartesian coordinates (Å):
F 2.2204 -0.9078 0.6934  0.024
O -0.6128 1.0910 -2.4668  0.002
C 1.1067 -1.6513 0.4707  -0.425
C 0.7627 -1.9455 -0.7674  0.066
C -0.3588 1.5269 -0.2913  -0.287
C 0.2120 1.5914 -1.5266  -0.093
C -1.6356 0.9368 -0.5012  -0.035
C -1.7301 0.6988 -1.8353  -0.132
C 0.2353 1.9728 0.9996  -0.040
C 0.4075 -2.0319 1.7298  -0.028
H -0.5408 2.1288 1.7440  0.078
H -0.3554 -2.7759 1.5247  0.082
H 0.7879 2.8990 0.8596  0.080
H -0.0605 -1.1582 2.1798  0.076
H -2.3756 0.7291 0.2446  0.106
H 1.1598 1.9649 -1.8547  0.128
H 1.1270 -2.4349 2.4420  0.085
H -2.5050 0.2746 -2.4416  0.117
H -0.1178 -2.5241 -0.9684  0.066
H 1.3391 -1.6104 -1.6085  0.069
H 0.9341 1.2258 1.3737  0.062

Properties
- Net charge: 0
- Max |F|: 0.8 eV/A
- SMILES: Cc1ccoc1.C=C(C)F
- Energy above the lowest of the compared OMol25 structures with the same formula, charge and spin: 125.4 kJ/mol
- 2S+1: 1
- Calculated total energy: -13238.02989 eV
- Orbital gap: 0.3478 Eh

---

4.
Here is C6H9NO2 in the gas phase in a non-equilibrium geometry from the OMol25 dataset. Energies are from ωB97M-V with the def2-TZVPD basis set.

Each line ends with the Löwdin charge.
Cartesian coordinates (Å):
O -1.7429 1.8039 -0.3976  -0.124
O -1.6708 -1.1340 0.2946  -0.202
N 1.8612 -0.0802 -0.7649  -0.070
C 1.7564 0.3616 0.6469  -0.179
C -1.1323 -0.1774 1.2762  -0.099
C -1.1762 -0.9212 -1.1577  -0.069
C -0.3274 1.7840 -0.3382  0.035
C 0.2758 -0.6254 -0.6556  -0.213
C 0.1413 0.4242 0.3845  -0.345
H -1.9291 0.5143 1.8572  0.156
H 0.5693 -1.3996 0.1633  0.148
H -0.7629 -0.8618 2.0608  0.105
H -1.7038 -0.0430 -1.6862  0.107
H 2.4526 -1.1217 -0.7006  0.166
H 0.2371 2.4972 -1.0035  0.131
H 2.1354 -0.5093 1.3132  0.122
H -1.4722 -1.8718 -1.9432  0.176
H 2.4887 1.3602 0.6509  0.155

Properties
- Net charge: 0
- Max |F|: 9.0 eV/A
- SMILES: O=C[C@]12CN[C@@H]1COC2
- Energy above the lowest of the compared OMol25 structures with the same formula, charge and spin: 848.1 kJ/mol
- 2S+1: 1
- Calculated total energy: -11944.52872 eV
- Orbital gap: 0.3461 Eh

---

5.
Here is a 2-piece molecular cluster, C4H14NO2 overall in a non-equilibrium geometry from the OMol25 dataset. Energies are from ωB97M-V with the def2-TZVPD basis set.

Each line ends with the Löwdin charge.
Cartesian coordinates (Å):
O -1.6462 -1.1249 -1.2014  -0.091
O 2.9890 -0.3120 -0.7266  -0.155
N 1.1294 -0.2151 1.3677  0.062
C -1.1386 0.8107 1.0251  -0.218
C -0.8515 0.0599 -1.4652  -0.249
C -1.1591 1.1654 -0.4730  -0.204
C -0.3544 -0.3951 1.4907  -0.259
H 1.4527 -0.1870 0.3862  0.062
H 3.8434 -0.0246 -0.3529  0.040
H -0.5165 2.0338 -0.6470  0.098
H -0.6758 -1.2848 0.9621  0.101
H -0.5579 -0.6056 2.5374  0.090
H -2.5728 -0.8718 -1.1477  0.084
H -1.0865 0.3618 -2.4876  0.115
H 0.1707 -0.2895 -1.3494  0.086
H -2.1465 1.5729 -0.7332  0.110
H 1.6075 -1.0090 1.8625  0.053
H 1.4249 0.6553 1.8832  0.035
H 2.9901 0.0784 -1.6143  0.037
H -2.1749 0.6247 1.3184  0.110
H -0.8820 1.6926 1.6056  0.092

Properties
- Net charge: 0
- Max |F|: 1.3 eV/A
- Energy above the lowest of the compared OMol25 structures with the same formula, charge and spin: 120.8 kJ/mol
- 2S+1: 2
- Calculated total energy: -9956.83806 eV
- Orbital gap (spin up / spin down): 0.1442 / 0.4115 Eh

---

6.
Here is C3H6N2O in the gas phase from the OMol25 dataset. Energies are from ωB97M-V with the def2-TZVPD basis set.

Each line ends with the Löwdin charge.
Cartesian coordinates (Å):
O 0.6849 0.3487 0.6287  -0.179
N -1.1916 0.2458 -0.4568  0.007
N -2.0432 -1.7338 -1.2378  0.094
C 1.8853 1.0783 0.8630  -0.091
C -0.2267 1.0816 -0.0158  -0.105
C -1.2237 -1.1549 -0.4640  -0.270
H -1.8947 0.6691 -1.0471  0.120
H 2.6386 0.3404 1.1431  0.088
H 1.7502 1.8258 1.6497  0.087
H -0.5141 -1.6276 0.2173  0.125
H 2.1753 1.5770 -0.0628  0.080
H -1.9561 -2.7438 -1.1544  0.044

Properties
- Net charge: 0
- Max |F|: 0.6 eV/A
- Energy above the lowest of the compared OMol25 structures with the same formula, charge and spin: 275.4 kJ/mol
- 2S+1: 1
- Calculated total energy: -8233.84412 eV
- Orbital gap: 0.3645 Eh

---

7.
Here is C3H10N7O5ReS as an isolated structure from the OMol25 dataset. Energies are from ωB97M-V with the def2-TZVPD basis set.

Each line ends with the Löwdin charge.
Cartesian coordinates (Å):
Re 0.2760 0.9205 -0.0404  1.552
S -1.0381 -2.1330 0.8249  0.505
O -2.3831 -1.7786 0.4543  -0.307
O -0.1073 -0.9180 0.5402  -0.600
O 1.0225 2.3957 -0.1830  -0.424
O -0.4335 -3.2743 0.2212  -0.262
O -1.6290 1.3147 -0.1394  -0.222
N 4.2182 -0.1673 -0.5481  -0.261
N 5.5145 0.1784 -0.8415  0.165
N 3.2940 0.7145 -0.4112  0.112
N 2.1892 -0.0027 -0.2389  -0.165
N 3.8344 -1.4251 -0.4924  0.168
N -3.2661 2.8250 -0.3793  0.226
N -3.7406 0.5709 -0.1011  0.238
C -2.8794 1.5637 -0.2034  -0.548
C 2.5339 -1.3013 -0.3057  -0.137
C -0.9553 -2.2661 2.5747  -0.116
H -4.7325 0.7215 -0.1653  0.140
H 6.1246 -0.5432 -0.4748  0.117
H -4.2355 3.0838 -0.4383  0.134
H 1.8488 -2.1278 -0.2177  0.112
H -3.3728 -0.3645 0.0750  0.076
H -2.5690 3.5436 -0.4758  0.136
H -1.5854 -3.1105 2.8484  0.086
H -1.3308 -1.3500 3.0231  0.078
H 5.7097 1.0886 -0.4404  0.117
H 0.0757 -2.4597 2.8584  0.079

Properties
- Net charge: +1
- Max |F|: 0.3 eV/A
- Energy above the lowest of the compared OMol25 structures with the same formula, charge and spin: 37.4 kJ/mol
- 2S+1: 2
- Calculated total energy: -36899.74726 eV
- Orbital gap (spin up / spin down): 0.3284 / 0.2829 Eh